Computed, not measured: C39H46IN2O7RuSTe as an isolated structure, with ωB97M-V/def2-TZVPD.

Results
Energy above the lowest of the compared OMol25 structures with the same formula, charge and spin = 40.0 kcal per mole
Total energy = -3208.7014 Ha
Orbital gap = 5.8 eV
E_LUMO = 0.040 Ha
HOMO energy = -0.173 Eh
Net charge = -1

Atoms and positions in Å:
1 Ru -0.555 0.593 1.230
2 O 1.598 2.707 2.335
3 C 0.857 3.908 2.329
4 C -0.627 3.728 2.587
5 N -1.417 2.879 1.679
6 C -1.699 3.502 0.359
7 C -0.783 2.964 -0.725
8 O 0.420 3.285 -0.630
9 O -1.079 1.392 -0.639
10 C -2.702 2.555 2.317
11 C -3.399 1.424 1.595
12 O -4.601 1.514 1.318
13 O -2.660 0.413 1.387
14 H 1.504 2.236 3.177
15 H 1.031 4.342 1.346
16 H 1.220 4.594 3.104
17 H -1.071 4.736 2.612
18 H -0.742 3.280 3.576
19 H -1.558 4.586 0.385
20 H -2.746 3.295 0.120
21 H -3.361 3.429 2.352
22 H -2.508 2.205 3.333
23 I -0.109 -0.158 3.741
24 C -3.537 -4.040 -2.891
25 C -3.657 -3.500 -1.489
26 C -4.133 -2.212 -1.250
27 C -4.224 -1.698 0.036
28 C -3.834 -2.491 1.110
29 C -3.363 -3.778 0.897
30 C -3.280 -4.275 -0.398
31 S -3.836 -1.931 2.822
32 C -5.512 -1.301 2.832
33 O -3.867 -3.200 3.631
34 H -3.949 -3.341 -3.619
35 H -4.065 -4.990 -2.994
36 H -2.491 -4.215 -3.152
37 H -4.433 -1.594 -2.090
38 H -4.575 -0.687 0.200
39 H -3.076 -4.374 1.754
40 H -2.908 -5.282 -0.561
41 H -6.171 -2.035 2.369
42 H -5.536 -0.343 2.306
43 H -5.760 -1.167 3.884
44 C 7.365 -0.669 2.991
45 C 6.022 -0.360 2.378
46 C 5.778 0.852 1.753
47 C 4.547 1.142 1.167
48 C 4.376 2.494 0.515
49 C 3.520 0.184 1.205
50 Te 1.773 0.641 0.020
51 N -0.422 0.801 -1.754
52 C -0.449 1.599 -2.779
53 O -0.064 1.558 -3.907
54 C -1.349 3.075 -2.244
55 C -0.911 4.240 -2.901
56 C -1.646 4.813 -3.909
57 C -2.887 4.266 -4.242
58 C -3.421 3.210 -3.519
59 C -2.678 2.663 -2.486
60 C 1.772 -1.248 -0.931
61 C 0.684 -2.094 -0.720
62 C -0.467 -1.718 0.184
63 C 0.638 -3.315 -1.389
64 C 1.634 -3.690 -2.279
65 C 1.566 -5.004 -3.015
66 C 2.683 -2.805 -2.506
67 C 2.765 -1.577 -1.855
68 C 3.897 -0.639 -2.195
69 C 3.741 -1.036 1.862
70 C 2.683 -2.097 2.001
71 C 4.988 -1.282 2.434
72 H 8.070 0.147 2.831
73 H 7.792 -1.576 2.558
74 H 7.276 -0.834 4.067
75 H 6.568 1.596 1.708
76 H 5.264 3.107 0.674
77 H 3.511 3.015 0.925
78 H 4.208 2.401 -0.561
79 H 0.061 4.620 -2.606
80 H -1.276 5.682 -4.437
81 H -3.450 4.684 -5.069
82 H -4.407 2.830 -3.748
83 H -3.063 1.838 -1.896
84 H -0.124 -1.410 1.191
85 H -1.155 -2.547 0.329
86 H -1.053 -0.910 -0.273
87 H -0.207 -3.976 -1.216
88 H 0.780 -5.642 -2.609
89 H 2.513 -5.543 -2.947
90 H 1.357 -4.846 -4.076
91 H 3.454 -3.070 -3.224
92 H 4.525 -1.071 -2.973
93 H 4.521 -0.428 -1.322
94 H 3.505 0.313 -2.559
95 H 1.700 -1.647 2.113
96 H 2.872 -2.706 2.886
97 H 2.666 -2.755 1.128
98 H 5.150 -2.229 2.942

Forces on atoms 1 to 6 (eV/Å):
Ru -1.200 0.595 -0.837
O 0.274 0.171 0.138
C 0.002 -0.273 -0.244
C -0.143 0.030 0.205
N 0.883 -0.708 -0.260
C -0.491 -0.218 0.025

These are the Mulliken partial charges, in e, on atoms 1 to 8:
1. Ru -1.1433
2. O -0.1982
3. C -0.8176
4. C -1.2360
5. N 1.3709
6. C -2.1223
7. C 1.3481
8. O -0.6682